This record from OMol25 describes a structure of composition C41H63I2NO3. The level of theory is ωB97M-V with the def2-TZVPD basis set.

Element x y z (Å)
C1 -7.984 4.300 -4.439
C2 -9.401 3.902 -4.027
C3 -9.539 3.622 -2.534
C4 -8.648 2.462 -2.039
C5 -7.585 2.912 -1.050
C6 -6.562 1.829 -0.736
C7 -5.531 1.610 -1.866
C8 -4.091 2.022 -1.488
C9 -3.009 1.045 -1.980
C10 -2.131 0.502 -0.861
C11 -1.250 -0.678 -1.301
C12 -1.832 -2.034 -0.922
C13 -1.077 -3.211 -1.556
C14 -0.016 -3.856 -0.623
C15 1.293 -3.098 -0.678
C16 2.174 -3.292 -1.770
C17 1.945 -4.258 -2.881
I1 1.107 -3.577 -4.693
C18 2.371 -5.513 -2.736
C19 3.021 -5.953 -1.453
I2 2.227 -6.968 -4.234
C20 3.378 -2.568 -1.855
C21 3.709 -1.647 -0.871
C22 2.863 -1.470 0.231
C23 1.655 -2.194 0.364
C24 0.778 -2.005 1.573
C25 0.873 -3.219 2.546
C26 1.109 -2.810 4.019
C27 -0.042 -3.277 4.927
C28 -0.181 -2.438 6.200
C29 -0.782 -1.070 5.896
C30 3.339 -0.456 1.215
O1 3.203 -0.555 2.408
C31 4.038 0.719 0.626
C32 3.772 2.046 1.280
C33 2.341 2.184 1.810
C34 1.892 3.619 1.789
N1 1.381 4.116 2.988
O2 1.921 4.299 0.799
C35 4.834 0.550 -0.436
C36 5.602 1.626 -1.154
C37 6.639 2.404 -0.348
C38 7.926 1.645 -0.042
C39 7.710 0.419 0.876
C40 8.871 2.614 0.681
C41 4.942 -0.835 -0.970
O3 5.955 -1.266 -1.446
H1 -7.242 3.623 -4.021
H2 -7.871 4.278 -5.519
H3 -7.769 5.301 -4.073
H4 -9.745 3.053 -4.615
H5 -10.054 4.740 -4.274
H6 -10.578 3.346 -2.365
H7 -9.334 4.534 -1.974
H8 -9.294 1.719 -1.576
H9 -8.188 1.982 -2.903
H10 -7.100 3.820 -1.411
H11 -8.099 3.176 -0.123
H12 -6.066 2.046 0.208
H13 -7.095 0.889 -0.587
H14 -5.511 0.554 -2.121
H15 -5.858 2.182 -2.731
H16 -4.016 2.178 -0.414
H17 -3.895 2.989 -1.951
H18 -3.466 0.213 -2.517
H19 -2.355 1.561 -2.680
H20 -1.472 1.307 -0.532
H21 -2.717 0.210 0.012
H22 -1.156 -0.658 -2.388
H23 -0.241 -0.535 -0.912
H24 -2.857 -2.035 -1.298
H25 -1.922 -2.135 0.159
H26 -1.772 -3.957 -1.930
H27 -0.536 -2.806 -2.399
H28 0.151 -4.885 -0.928
H29 -0.433 -3.834 0.374
H30 3.199 -7.022 -1.452
H31 2.410 -5.697 -0.592
H32 3.987 -5.468 -1.321
H33 4.038 -2.714 -2.698
H34 -0.256 -1.893 1.265
H35 1.056 -1.112 2.109
H36 -0.016 -3.838 2.461
H37 1.710 -3.838 2.229
H38 2.009 -3.323 4.347
H39 1.244 -1.740 4.109
H40 0.054 -4.340 5.140
H41 -0.964 -3.161 4.354
H42 0.788 -2.342 6.687
H43 -0.847 -2.971 6.878
H44 -1.670 -1.205 5.283
H45 -0.098 -0.450 5.321
H46 -1.023 -0.515 6.798
H47 4.498 2.267 2.061
H48 3.896 2.820 0.524
H49 2.237 1.771 2.808
H50 1.667 1.627 1.160
H51 1.483 5.126 2.970
H52 1.904 3.755 3.779
H53 4.860 2.292 -1.596
H54 6.108 1.151 -1.992
H55 6.253 2.809 0.586
H56 6.917 3.265 -0.956
H57 8.412 1.302 -0.953
H58 6.759 0.493 1.397
H59 8.472 0.387 1.650
H60 7.762 -0.505 0.309
H61 8.453 2.802 1.671
H62 9.867 2.199 0.791
H63 8.907 3.583 0.187

As for the HOMO-LUMO gap: 8.086 eV. As for the energy above the lowest of the compared OMol25 structures with the same formula, charge and spin: 0.000 eV. The HOMO energy comes out at -8.8868 eV.

This record from OMol25 describes an isolated molecule of C18H20N4OS2. The level of theory is ωB97M-V with the def2-TZVPD basis set.

Element x y z (Å)
C1 2.386 -1.672 -1.566
C2 2.689 -2.251 -0.191
C3 1.690 -3.357 0.175
C4 1.884 -3.801 1.599
O1 2.551 -4.761 1.916
N1 1.288 -3.063 2.600
C5 0.456 -1.979 2.628
N2 -0.068 -1.591 3.746
C6 -0.854 -0.496 3.610
C7 -0.941 -0.009 2.330
C8 -1.634 1.106 1.752
C9 -2.584 1.911 2.311
S1 -3.117 3.105 1.179
C10 -1.985 2.402 0.002
N3 -1.315 1.409 0.456
N4 -1.914 2.929 -1.240
C11 -0.938 2.578 -2.199
C12 -0.170 3.599 -2.748
C13 0.796 3.324 -3.696
C14 1.001 2.016 -4.100
C15 0.215 1.006 -3.578
C16 -0.775 1.260 -2.636
C17 -1.650 0.151 -2.151
H1 -1.589 -0.703 -2.821
H2 -1.340 -0.159 -1.153
H3 -2.685 0.481 -2.085
H4 0.359 -0.009 -3.918
H5 1.761 1.786 -4.832
H6 1.389 4.125 -4.110
H7 -0.332 4.617 -2.420
H8 -2.291 3.862 -1.332
H9 -3.013 1.880 3.289
S2 0.023 -0.984 1.255
C18 -1.517 0.064 4.821
H10 -1.121 -0.438 5.699
H11 -1.332 1.134 4.898
H12 -2.593 -0.101 4.778
H13 1.457 -3.440 3.529
H14 0.670 -3.007 0.017
H15 1.866 -4.224 -0.465
H16 2.647 -1.452 0.551
H17 3.697 -2.670 -0.173
H18 2.400 -2.455 -2.322
H19 3.126 -0.922 -1.833
H20 1.407 -1.200 -1.569

As for the HOMO-LUMO gap: 8.016 eV. As for the energy above the lowest of the compared OMol25 structures with the same formula, charge and spin: 0.000 eV. The HOMO energy comes out at -7.5773 eV. As for the SMILES: CCCC(=O)Nc1nc(C)c(-c2csc(Nc3ccccc3C)n2)s1.

This record from OMol25 describes a structure of composition C22H10BrF5N2OSZr. The level of theory is ωB97M-V with the def2-TZVPD basis set.

Element x y z (Å)
Zr1 -0.017 0.488 0.643
Br1 -6.582 1.045 -3.033
C1 -4.951 1.207 -2.120
C2 -4.735 2.317 -1.287
C3 -3.543 2.465 -0.610
C4 -2.555 1.499 -0.729
O1 -1.382 1.652 -0.075
C5 -2.758 0.385 -1.563
C6 -1.705 -0.538 -1.814
N1 -0.586 -0.608 -1.144
C7 0.491 -1.409 -1.646
C8 0.374 -2.576 -2.347
C9 1.530 -3.216 -2.845
C10 2.773 -2.688 -2.635
C11 2.921 -1.501 -1.879
C12 4.162 -0.892 -1.593
C13 4.216 0.249 -0.830
C14 3.032 0.776 -0.320
N2 1.840 0.239 -0.571
C15 1.770 -0.880 -1.371
C16 -3.970 0.263 -2.271
H1 -5.515 3.060 -1.189
H2 -3.358 3.322 0.023
H3 -1.828 -1.202 -2.667
H4 -0.595 -3.026 -2.522
H5 1.426 -4.136 -3.403
H6 3.654 -3.175 -3.033
H7 5.072 -1.334 -1.981
H8 5.157 0.730 -0.608
H9 3.058 1.661 0.307
H10 -4.125 -0.583 -2.929
F1 0.932 2.368 6.001
C17 0.742 1.484 5.056
C18 1.737 0.541 4.783
F2 2.836 0.546 5.501
C19 1.567 -0.375 3.760
F3 2.515 -1.257 3.519
C20 0.383 -0.405 3.007
S1 0.035 -1.637 1.781
C21 -0.573 0.580 3.302
F4 -1.674 0.615 2.497
C22 -0.425 1.519 4.304
F5 -1.346 2.431 4.531

As for the HOMO-LUMO gap: 6.436 eV. As for the energy above the lowest of the compared OMol25 structures with the same formula, charge and spin: 0.303 eV. Its total charge is +2. The HOMO energy comes out at -14.3082 eV.